# 1
The following is a DFT calculation (ωB97M-V/def2-TZVPD) of 2 unconnected molecules or ions with the total composition C13H17ClN2O4.

## Properties
largest force on an atom = 0.03700 Eh/bohr
LUMO level = -2.23 eV
Kohn-Sham gap = 3.71 eV
HOMO = -5.95 eV
total energy = -1376.019146 hartree

Geometry as XYZ:
```
37
Properties=species:S:1:pos:R:3:forces:R:3:nbo_charge:R:1
C -3.01028 0.07741 -2.83572 -0.24 0.53 0.06 -0.423
N -1.77850 -0.72732 -2.85470 1.14 0.13 -0.32 -0.290
C -1.92639 -2.16529 -3.17203 0.08 -0.10 0.20 -0.431
C -0.62954 -0.10532 -2.77904 -0.50 -0.32 -0.03 0.171
Cl 0.86911 -0.81442 -3.07315 -0.61 0.03 0.22 0.180
H -3.85797 -0.60615 -2.85230 0.10 0.23 0.05 0.231
H -3.05930 0.69857 -1.93282 0.09 -0.23 -0.18 0.252
H -3.04406 0.72883 -3.72368 -0.02 -0.30 0.31 0.228
H -2.98711 -2.38760 -3.07845 0.17 -0.10 -0.04 0.228
H -1.60545 -2.37713 -4.20019 0.04 0.15 0.29 0.235
H -1.37942 -2.80296 -2.46268 0.01 0.42 -0.22 0.252
H -0.63156 0.98116 -2.64903 0.03 -0.41 0.21 0.252
C 4.70953 -0.53308 -1.73587 0.27 -0.18 -0.13 -0.618
C 3.88790 0.45717 -0.95807 -0.25 -0.43 0.15 -0.073
O 2.78241 -0.32294 -0.44604 0.59 0.50 -0.61 -0.547
C 1.82630 0.41418 0.17969 -1.05 0.36 0.61 0.723
C 0.83315 -0.45616 0.77806 0.51 -0.05 -0.95 -0.569
C 0.02999 -0.02489 1.83722 -1.12 0.75 1.20 0.131
C -0.19573 1.38674 2.04017 0.08 -0.35 0.01 -0.309
C -1.04018 1.86171 3.00711 0.08 -0.06 0.26 -0.152
C -1.68750 0.98695 3.89313 0.52 -0.71 -0.84 -0.073
N -2.54023 1.54119 4.87933 -1.10 0.95 1.02 0.507
O -3.07624 0.80653 5.73761 0.79 0.93 -1.24 -0.427
O -2.72452 2.78389 4.83256 0.04 -1.85 0.42 -0.437
C -1.46079 -0.40481 3.77151 -0.04 0.49 0.33 -0.155
C -0.61024 -0.90306 2.80500 0.30 0.39 -0.76 -0.309
O 1.90076 1.65216 0.20604 0.25 -1.09 -0.27 -0.699
H 5.64060 -0.06989 -2.06982 -0.04 -0.10 -0.08 0.211
H 4.94837 -1.40828 -1.12092 0.01 0.21 -0.08 0.216
H 4.14646 -0.88467 -2.60595 0.14 0.02 0.00 0.188
H 4.45289 0.86713 -0.10856 -0.24 0.06 -0.28 0.190
H 3.52794 1.27517 -1.60106 0.08 -0.18 0.38 0.186
H 0.85846 -1.50980 0.48869 0.32 0.25 0.41 0.201
H 0.34780 2.08364 1.40850 -0.33 -0.21 0.15 0.254
H -1.19955 2.92759 3.12655 0.04 -0.16 -0.05 0.237
H -1.95313 -1.05318 4.48988 0.14 -0.01 -0.11 0.232
H -0.36397 -1.97309 2.77904 -0.29 0.45 -0.04 0.205
```
Forces are in eV/Å.

# 2
The following is a DFT calculation (ωB97M-V/def2-TZVPD) of 2 unconnected molecules or ions with the total composition C3H7IN.

## Properties
largest force on an atom = 0.07435 Eh/bohr
total charge = +1
LUMO level (spin up / spin down) = -5.62 / -4.85 eV
Kohn-Sham gap (spin up / spin down) = 8.47 / 8.68 eV
HOMO (spin up / spin down) = -14.09 / -13.52 eV
total energy = -470.450573 hartree

Geometry as XYZ:
```
12
Properties=species:S:1:pos:R:3:forces:R:3:nbo_charge:R:1
C -0.84463 -0.50715 0.93728 -2.34 2.81 1.13 -0.314
C -1.01949 -0.41202 -0.48645 -0.87 1.36 -1.28 -0.057
C 1.18206 0.69441 -0.07749 1.91 -1.64 -2.00 -0.435
N 0.33255 -0.52276 0.06404 -0.11 2.33 -0.96 -0.419
I -2.09936 -1.48211 -1.89455 0.70 0.29 0.59 0.405
H -1.20072 0.40757 1.60840 1.69 -1.79 -1.45 0.289
H -1.13248 -1.41741 1.34713 -0.04 -1.69 0.92 0.252
H -0.50056 1.72315 -1.09992 -0.93 -0.98 0.14 0.081
H 1.31959 1.08570 -1.12984 -0.55 -0.84 1.20 0.263
H 1.05383 1.44441 0.61202 -1.71 1.73 1.48 0.248
H 2.12328 0.36756 0.27097 1.60 -0.63 -0.03 0.237
H 0.78593 -1.38134 -0.15159 0.64 -0.96 0.27 0.449
```
Forces are in eV/Å.

# 3
The following is a DFT calculation (ωB97M-V/def2-TZVPD) of a molecular structure, C5H20NO6.

## Properties
largest force on an atom = 0.08649 Eh/bohr
total charge = -1
LUMO level = 3.40 eV
Kohn-Sham gap = 8.74 eV
HOMO = -5.34 eV
total energy = -708.698564 hartree

Geometry as XYZ:
```
32
Properties=species:S:1:pos:R:3:forces:R:3:nbo_charge:R:1
C -2.10745 0.52210 -0.60525 0.78 0.37 -2.11 -0.079
O -1.74166 1.82795 -1.08136 -1.06 -0.39 2.05 -0.795
C -0.82874 -0.37608 -0.78899 -2.16 2.10 -1.76 -0.097
C -1.15909 -1.77458 -0.47472 2.58 -3.50 0.94 -0.438
C -1.41974 -2.07601 1.00605 -0.74 -0.44 1.93 -0.411
C -0.27726 -1.62899 1.99331 -0.27 -0.16 -3.47 -0.081
O 0.92078 -2.24685 1.49505 -1.21 -0.40 0.84 -0.779
N -0.41236 -0.32386 -2.20424 0.88 -0.30 -0.58 -0.852
H -2.96131 0.27648 -1.27351 0.49 -0.83 0.30 0.148
H -2.46898 0.40809 0.41223 0.01 0.67 0.41 0.159
H -0.07940 0.16788 -0.17985 -0.09 -0.91 -0.20 0.219
H -1.85120 -2.32657 -1.09245 -1.34 0.93 -0.35 0.213
H -0.29782 -2.42925 -0.86830 -0.40 1.06 1.21 0.231
H -2.39858 -1.67256 1.36496 0.60 0.38 -0.33 0.178
H -1.58920 -3.12251 1.27370 0.25 -0.43 -0.86 0.194
H -0.29209 -0.54621 1.76884 0.68 -0.13 1.18 0.172
H -0.41243 -1.93825 3.01298 -0.51 0.25 0.53 0.159
H 1.51275 -1.50165 1.32926 0.42 0.04 -0.22 0.493
H -1.11382 -0.09452 -2.89580 -0.59 -0.08 0.56 0.354
H 0.31371 0.34224 -2.41626 0.08 0.22 0.60 0.353
H 3.37201 0.78121 -1.55052 -0.06 -0.10 0.06 0.485
H 2.53213 0.27009 -2.70139 0.46 -0.26 0.28 0.465
O 3.36770 0.09586 -2.23360 -0.43 0.40 -0.25 -0.950
H 2.08398 2.68083 1.14039 -0.28 0.19 -0.26 0.442
H 0.66233 2.59610 0.25414 0.47 0.83 0.94 0.505
O 1.81709 2.39769 0.25627 0.13 -1.02 -0.19 -1.118
H -0.50790 3.98472 0.23794 0.04 0.10 -0.05 0.438
H -1.50922 2.31265 -0.21409 0.73 0.37 -1.10 0.511
O -0.45867 3.12716 0.66496 -0.14 -0.31 0.17 -1.145
H 2.77192 -0.09161 2.16474 0.05 0.23 0.12 0.472
H 2.18927 0.61103 0.88009 -0.11 0.36 -0.02 0.528
O 2.34323 -0.25258 1.32544 0.71 0.75 -0.36 -0.973
```
Forces are in eV/Å.

# 4
The following is a DFT calculation (ωB97M-V/def2-TZVPD) of 2 unconnected molecules or ions with the total composition C3H12NO2S.

## Properties
largest force on an atom = 0.08868 Eh/bohr
⟨S²⟩ = 0.753
total charge = +2
LUMO level (spin up / spin down) = -7.63 / -12.67 eV
Kohn-Sham gap (spin up / spin down) = 10.65 / 5.62 eV
multiplicity = 2
HOMO (spin up / spin down) = -18.29 / -18.28 eV
total energy = -724.141770 hartree

Geometry as XYZ:
```
19
Properties=species:S:1:pos:R:3:forces:R:3:nbo_charge:R:1
C -0.69972 -0.71625 -1.09709 -2.14 3.94 -0.85 -0.114
O -1.68089 0.32451 -0.77651 -1.71 -0.01 -0.07 -0.788
C 0.07173 -0.62528 0.19047 2.35 0.06 -1.00 -0.059
C 1.33607 -1.53643 -0.01255 2.06 0.47 -0.21 -0.685
S 1.11494 -3.29189 0.27224 -0.41 0.57 -0.75 0.793
N 0.49835 0.89562 0.34395 -0.86 -3.54 1.65 -0.701
H -1.02211 -1.65881 -1.47475 -0.86 -1.04 0.50 0.217
H -0.26005 -0.25720 -2.00627 1.18 -0.56 0.70 0.227
H -2.43600 0.65447 -1.35583 1.64 -1.46 0.37 0.542
H -0.37685 -0.94783 1.17174 -0.20 0.61 -1.31 0.268
H 2.14929 -1.35372 -0.87154 -2.27 -0.55 0.66 0.358
H 2.10702 -1.33115 0.71666 0.22 0.17 1.11 0.295
H -0.18845 -3.35111 -0.14835 0.30 -0.18 0.24 0.166
H 1.28097 0.86463 0.99704 -0.40 0.63 0.71 0.420
H 0.93423 1.25277 -0.46316 0.17 0.52 -1.89 0.424
H -0.37830 1.56967 0.64315 1.72 -0.11 -0.38 0.517
H -0.51385 3.82346 0.79281 -0.85 -2.02 1.22 0.557
H -1.26533 2.80231 1.92567 0.28 1.05 -0.56 0.534
O -0.67105 2.88224 1.15231 -0.22 1.46 -0.16 -0.972
```
Forces are in eV/Å.

Calculated ΔE to the lowest compared entry with this formula, charge and spin in order - 186.2; 158.6; 43.7; 37.4 kcal/mol